# 1
This record from OMol25 describes a cluster of 4 separate species, C5H17NO4 in total at a distorted geometry. The level of theory is ωB97M-V/def2-TZVPD.

The multiplicity is 1. As for the HOMO energy: -7.3 eV. As for the LUMO energy: 0.01232 Eh. The structure (SMILES) is N/C=C/CCCO.O.O.O. For the calculated total energy, the calculation gives -15139.284 eV. Its charge is 0.

Last column: natural (NBO) charge in e.
Atoms and positions in Å:
C  -1.23  1.32  -1.34  -0.0682
O  -1.01  2.69  -1.74  -0.7267
C  -1.95  1.03  -0.01  -0.4174
C  -1.17  1.60  1.21  -0.4221
C  0.08  0.74  1.37  -0.3638
C  -0.07  -0.30  2.23  0.0405
N  0.91  -1.00  2.88  -0.8207
H  -0.19  0.86  -1.41  0.1606
H  -1.77  0.90  -2.19  0.1651
H  -0.75  3.18  -0.94  0.4580
H  -3.05  1.36  0.02  0.1945
H  -2.10  -0.03  -0.04  0.2073
H  -1.85  1.45  2.03  0.2172
H  -0.80  2.55  0.91  0.1910
H  1.04  1.07  1.04  0.2089
H  -1.10  -0.65  2.62  0.1706
H  1.90  -0.90  2.57  0.4203
H  0.63  -1.92  3.10  0.3627
H  3.15  0.06  0.55  0.4773
H  2.44  -1.35  0.24  0.5138
O  2.65  -0.69  0.89  -0.9911
H  0.71  -2.01  -1.18  0.4993
H  1.91  -2.30  -2.03  0.4777
O  1.63  -2.28  -1.12  -0.9596
H  -0.31  -1.29  -3.61  0.4787
H  -1.52  -1.90  -2.91  0.4783
O  -0.57  -2.00  -2.97  -0.9526

# 2
This record from OMol25 describes a structure of composition C19H42NO3P3Sn at a distorted geometry. The level of theory is ωB97M-V/def2-TZVPD.

The multiplicity is 1. As for the HOMO energy: -16.4 eV. As for the LUMO energy: -0.46481 Eh. For the calculated total energy, the calculation gives -61671.259 eV. Its charge is +4.

Last column: Mulliken charge in e.
Atoms and positions in Å:
Sn  1.25  1.07  0.24  0.9205
P  0.41  1.84  -2.04  1.2346
P  -2.33  0.33  2.43  0.7402
P  -2.98  -1.08  0.85  0.7321
H  3.46  0.15  1.66  0.3916
C  2.65  -0.26  1.01  -0.5407
C  2.78  -0.21  -0.42  -0.5324
H  3.65  0.26  -0.90  0.4305
C  1.59  3.04  -2.68  -1.1955
C  -1.16  2.74  -1.95  -1.3709
C  0.22  0.60  -3.34  -1.1730
C  -0.82  -0.26  3.23  -1.0237
C  -2.06  1.98  1.78  -0.6909
C  -3.65  0.37  3.65  -1.3324
C  -1.89  -1.09  -0.57  -0.5910
C  -4.64  -0.62  0.33  -1.2652
C  -3.03  -2.73  1.58  -1.2946
H  2.19  -1.16  1.46  0.3265
H  2.38  -1.07  -1.00  0.1762
H  2.13  2.59  -3.52  0.4045
H  2.30  3.35  -1.91  0.2654
H  1.03  3.92  -3.03  0.4742
H  -1.31  3.16  -0.95  0.2813
H  -2.00  2.07  -2.19  0.3985
H  -1.12  3.55  -2.68  0.5021
H  0.18  -0.44  -2.97  0.1672
H  1.08  0.70  -4.02  0.4885
H  -0.70  0.82  -3.90  0.4920
H  -0.76  0.25  4.20  0.4910
H  0.07  -0.02  2.64  0.0501
H  -0.87  -1.34  3.40  0.4227
H  -2.46  2.70  2.51  0.6139
H  -2.59  2.13  0.83  0.3105
H  -0.99  2.19  1.63  -0.1297
H  -3.39  1.13  4.39  0.4948
H  -3.75  -0.60  4.15  0.4214
H  -4.61  0.64  3.19  0.4587
H  -2.06  -0.22  -1.22  0.2318
H  -2.07  -2.00  -1.16  0.6105
H  -0.83  -1.08  -0.25  -0.2690
H  -4.92  -1.26  -0.52  0.4682
H  -4.68  0.43  0.01  0.4190
H  -5.36  -0.77  1.14  0.4639
H  -3.18  -3.45  0.77  0.4823
H  -3.87  -2.80  2.29  0.4446
H  -2.10  -2.96  2.11  0.4090
C  1.21  -3.52  -2.56  1.0689
C  1.36  -4.13  -1.17  -0.7074
C  1.27  -5.51  -1.21  -0.5764
C  1.87  -6.14  -2.32  -0.4739
C  2.20  -5.42  -3.48  -0.3166
C  1.79  -4.09  -3.66  -0.8846
O  -0.08  -2.86  -2.55  -0.4958
H  -0.01  -3.38  -1.71  0.2531
H  1.61  -3.45  -0.36  0.5066
H  0.94  -6.06  -0.33  0.4111
H  2.10  -7.20  -2.25  0.4150
H  2.76  -5.93  -4.27  0.4156
H  1.98  -3.51  -4.57  0.3931
N  2.93  5.23  2.82  -0.1928
C  3.47  4.57  1.60  -0.6518
C  2.55  3.38  1.39  0.8866
O  1.61  3.22  2.17  -0.7940
O  2.83  2.61  0.38  -0.7972
H  2.07  4.69  3.09  0.3110
H  2.74  6.22  2.64  0.3812
H  3.63  5.20  3.57  0.3727
H  3.44  5.26  0.76  0.3380
H  4.49  4.23  1.78  0.3283

# 3
This record from OMol25 describes the molecule C4H7NO. The level of theory is ωB97M-V/def2-TZVPD.

The multiplicity is 1. As for the HOMO energy: -7.4 eV. As for the LUMO energy: 0.02296 Eh. For the calculated total energy, the calculation gives -7794.721 eV. Its charge is 0.

Last column: natural (NBO) charge in e.
Atoms and positions in Å:
O  -2.10  0.56  0.14  -0.6776
C  -1.00  -0.25  -0.01  0.2743
C  -0.01  0.08  -1.16  -0.4536
C  1.12  0.09  -0.12  -0.1024
N  0.14  -0.09  0.98  -0.4597
C  1.16  -1.21  0.61  -0.4436
H  -1.82  1.47  -0.07  0.4664
H  -1.35  -1.29  0.00  0.2054
H  -0.24  1.06  -1.60  0.1956
H  0.12  -0.67  -1.94  0.2323
H  1.84  0.91  -0.07  0.1950
H  0.21  0.48  1.83  0.4189
H  1.94  -1.14  1.39  0.1491

# 4
This record from OMol25 describes the molecule CH2N2O3 at a distorted geometry. The level of theory is ωB97M-V/def2-TZVPD.

The multiplicity is 1. As for the HOMO energy (spin up / spin down): -10.2 / -10.2 eV. As for the LUMO energy (spin up / spin down): -0.05007 / -0.06542 Eh. For the calculated total energy, the calculation gives -10186.899 eV. Its charge is 0.

Last column: natural (NBO) charge in e.
Atoms and positions in Å:
C  -0.04  -0.28  -0.02  0.5990
N  1.29  -0.32  -0.03  -0.1455
N  -0.44  1.03  -0.03  -0.0566
O  -0.81  -1.20  0.05  -0.6023
O  2.02  0.68  0.17  -0.2348
O  -1.78  1.16  0.09  -0.4135
H  1.74  -1.17  -0.45  0.3746
H  -1.99  0.09  0.22  0.4791

# 5
This record from OMol25 describes a structure of composition C9H18Br9O4P at a distorted geometry. The level of theory is ωB97M-V/def2-TZVPD.

The multiplicity is 1. As for the HOMO energy: -10.0 eV. As for the LUMO energy: -0.01613 Eh. For the calculated total energy, the calculation gives -657487.682 eV. Its charge is 0.

Last column: natural (NBO) charge in e.
Atoms and positions in Å:
C  1.76  1.95  -5.36  -0.4745
Br  3.21  0.80  -5.92  0.1012
Br  1.78  3.69  -6.25  0.0761
Br  1.74  2.28  -3.44  0.0780
H  0.83  1.41  -5.51  0.2250
C  -2.80  2.65  -6.35  -0.4645
Br  -1.55  4.12  -6.09  0.1017
Br  -1.84  1.00  -6.74  0.0679
Br  -4.06  3.02  -7.83  0.0728
H  -3.37  2.45  -5.45  0.2238
C  5.16  2.62  -2.35  -0.4851
Br  5.97  3.82  -1.11  0.1280
Br  4.29  1.12  -1.39  0.0703
Br  6.43  1.97  -3.69  0.0550
H  4.45  3.15  -2.96  0.2279
C  5.19  5.39  -6.27  -0.6287
C  5.14  5.80  -4.82  -0.0724
O  3.92  5.44  -4.20  -0.8261
P  3.23  6.44  -3.14  2.5690
O  4.09  6.85  -2.03  -1.0831
O  1.89  5.62  -2.77  -0.8109
C  1.07  6.14  -1.73  -0.0751
C  -0.19  5.30  -1.64  -0.6296
O  2.75  7.72  -3.96  -0.8153
C  2.07  7.61  -5.24  -0.0696
C  0.61  7.28  -5.06  -0.6542
H  4.35  5.77  -6.86  0.2051
H  6.07  5.84  -6.72  0.2212
H  5.15  4.30  -6.34  0.2208
H  5.93  5.29  -4.26  0.1912
H  5.41  6.86  -4.75  0.1907
H  1.58  6.07  -0.76  0.1913
H  0.83  7.21  -1.81  0.1870
H  -0.98  5.67  -2.29  0.2087
H  0.02  4.27  -1.91  0.2238
H  -0.49  5.29  -0.59  0.2170
H  2.18  8.56  -5.77  0.1962
H  2.46  6.81  -5.86  0.1816
H  0.02  7.36  -5.98  0.2197
H  0.45  6.26  -4.71  0.2209
H  0.02  7.97  -4.43  0.2174